Entry 1:
# C19H41BrFNO19PS

5 unconnected molecules or ions with the total composition C19H41BrFNO19PS (the ωB97M-V functional and the def2-TZVPD basis, the Open Molecules 2025 dataset).

The geometry in XYZ format:
```
84
C19H41BrFNO19PS (the ωB97M-V functional and the def2-TZVPD basis)
Br 3.276 -1.411 0.982
S -3.261 -2.561 0.483
P -1.974 -3.554 1.946
F -3.919 -1.117 1.133
O -0.986 5.324 -13.434
O 3.438 5.730 -6.097
O -2.350 -2.301 -0.760
O 4.209 3.126 0.458
O 3.601 1.887 -1.251
O -1.220 -3.371 5.172
O -3.346 -4.332 4.306
O 1.516 5.712 -7.161
O -3.827 -4.478 11.261
O -4.423 -3.518 0.008
O 5.001 3.669 -1.630
O -0.714 4.963 -11.182
O -0.928 -3.981 0.594
O -3.321 -2.363 10.953
O -1.017 -5.978 0.075
O 0.891 5.960 -12.489
O 0.945 -5.312 4.352
O -3.649 -3.694 9.109
O 1.726 4.452 -5.251
N -0.500 -5.241 0.927
C -3.238 -3.213 3.364
C -0.974 -1.968 2.285
C -0.187 -3.791 6.170
C -3.062 -1.267 10.079
C 1.717 6.080 -11.332
C -4.139 -5.767 10.735
C 4.338 2.966 -0.883
C 1.263 -1.568 0.705
C 0.672 -2.202 2.096
C -2.279 4.727 -13.343
C -0.311 5.374 -12.259
C 4.258 5.295 -5.015
C 4.936 4.232 0.989
C 3.642 1.596 -2.646
C 0.169 5.257 -7.277
C 2.181 5.219 -6.085
C -3.604 -3.529 10.318
C -2.291 -4.360 5.314
C 1.187 -4.372 5.487
H -5.059 -5.729 10.143
H 2.651 6.562 -11.632
H 3.018 0.715 -2.826
H 6.010 4.106 0.818
H 5.240 5.764 -5.125
H -1.139 -4.387 2.772
H 4.761 4.266 2.068
H -3.307 -6.150 10.135
H -3.939 -1.050 9.461
H -0.265 5.713 -8.171
H -2.187 -1.470 9.453
H -0.420 5.570 -6.409
H 1.785 -4.993 6.299
H -1.806 -5.450 5.270
H 1.233 6.708 -10.576
H -4.297 -3.155 2.812
H 3.236 2.430 -3.227
H 1.207 -1.613 2.986
H 1.869 -5.535 3.978
H -1.260 -1.195 1.423
H 4.664 1.364 -2.962
H 0.979 -3.335 2.255
H 0.138 4.169 -7.396
H -2.201 3.686 -13.015
H 1.100 -2.356 -0.153
H -2.728 4.741 -14.340
H 4.582 5.172 0.553
H 0.843 -0.504 0.453
H -2.848 -0.388 10.693
H -1.096 -1.505 3.352
H 4.391 4.208 -5.043
H -4.298 -6.446 11.576
H 0.104 -2.895 6.903
H -2.748 -4.243 6.406
H -3.110 -2.151 3.866
H -2.922 5.301 -12.668
H -2.759 -4.761 1.655
H 1.954 5.093 -10.923
H 1.929 -3.536 5.096
H 3.832 5.610 -4.057
H -0.588 -4.649 6.891
```

Computed properties:
LUMO = 0.0648 hartree
E_HOMO = -5.40 eV
max |F| = 8.80 eV/A
electronic energy = -5646.0128 Eh
net charge = -1
frontier orbital gap = 7.17 eV

Atomic partial charges in e from the Mulliken method, atoms 1 to 8: number 1, Br, carries -0.3022; number 2, S, carries 0.9619; number 3, P, carries 0.4727; number 4, F, carries -0.3244; number 5, O, carries -0.3162; number 6, O, carries -0.3118; number 7, O, carries -0.5954; number 8, O, carries -0.2820

=====

Entry 2:
# CH2BrFO

A single CH2BrFO molecule (the ωB97M-V functional and the def2-TZVPD basis, the Open Molecules 2025 dataset).

The geometry in XYZ format:
```
6
CH2BrFO (the ωB97M-V functional and the def2-TZVPD basis)
Br -1.615 -1.565 -0.680
F -0.070 1.072 -0.879
O 0.072 -1.177 -0.143
C 0.397 0.417 0.201
H 1.391 0.595 0.412
H -0.176 0.657 1.090
```

Computed properties:
LUMO = -0.0085 hartree
E_HOMO = -9.84 eV
energy above the lowest of the compared OMol25 structures with the same formula, charge and spin = 60.19 kcal/mol
max |F| = 5.70 eV/A
electronic energy = -2788.3249 Eh
frontier orbital gap = 9.61 eV
SMILES = FCOBr

Need the Mulliken charges? In units of e they are: number 1, Br, carries 0.0762; number 2, F, carries -0.2061; number 3, O, carries -0.3804; number 4, C, carries 0.0806; number 5, H, carries 0.2238; number 6, H, carries 0.2060

=====

Entry 3:
# C36H94N6O14

8 unconnected molecules or ions with the total composition C36H94N6O14 (the ωB97M-V functional and the def2-TZVPD basis, the Open Molecules 2025 dataset).

The geometry in XYZ format:
```
150
C36H94N6O14 (the ωB97M-V functional and the def2-TZVPD basis)
O 0.854 -6.501 -0.092
O -0.258 -3.911 5.399
O -5.435 -6.508 1.664
O 0.276 -8.432 7.052
O 4.283 -1.559 -2.501
O -1.545 -0.438 0.600
O -1.003 1.990 -3.848
O -1.032 -4.507 -4.052
O 0.167 -4.025 -6.870
O 1.798 10.871 4.419
O 4.513 4.162 -4.021
O -3.056 -3.590 -5.550
O -1.625 8.591 -4.003
O -0.002 5.421 2.666
N 0.010 -1.804 -1.705
N -1.424 -6.204 7.141
N -2.767 -5.883 0.632
N -1.901 4.950 -4.149
N 4.334 2.251 -1.619
N 1.114 8.359 2.711
C -0.886 4.478 -3.156
C -0.720 -3.063 4.410
C -0.551 0.243 1.350
C -3.364 -5.094 1.733
C -0.846 -8.366 6.174
C 1.724 12.089 3.720
C -0.807 -2.555 -2.659
C -2.026 7.320 -3.554
C 0.566 4.282 2.070
C -1.629 6.295 -4.587
C -0.558 -5.838 -4.319
C -1.108 3.003 -2.806
C 0.633 -9.813 7.342
C -1.599 -0.135 -0.773
C -1.936 -4.974 6.706
C -6.896 -6.593 1.512
C 3.605 3.472 -1.787
C -1.298 -5.760 0.677
C 2.728 9.829 3.900
C -4.941 -5.089 1.824
C -0.928 -6.863 5.949
C -0.941 -3.812 6.640
C 5.281 -2.569 -2.405
C 3.300 3.786 -3.324
C -0.254 6.490 1.859
C -0.588 -6.821 -0.258
C -1.871 9.802 -3.313
C 0.892 7.470 1.540
C 3.779 0.960 -2.105
C 4.658 -0.256 -1.966
C 0.258 1.683 -4.364
C -0.448 -0.437 -1.663
C 1.728 -7.253 -0.974
C 2.235 9.300 2.510
C -0.271 -3.928 -2.995
C 4.592 5.592 -4.021
H 1.570 -9.860 7.898
H -1.080 6.932 2.416
H 1.983 10.133 1.854
H -0.574 6.344 -4.856
H -1.821 -2.697 -2.287
H -7.154 -7.649 1.423
H -0.051 -2.192 -0.775
H -2.131 4.328 -4.911
H 6.226 -2.398 -2.921
H 4.841 -3.507 -2.743
H 1.398 12.859 4.420
H -0.812 -6.007 7.920
H -0.057 3.691 1.397
H -0.600 -0.368 2.252
H -0.627 -0.057 -2.668
H 0.112 4.767 -3.485
H 2.727 12.380 3.408
H -0.416 -4.478 -2.065
H -5.289 -4.830 2.824
H -2.643 -4.602 7.447
H -0.385 -6.399 -3.401
H -2.500 -4.946 5.773
H 2.881 2.929 -3.851
H -7.501 -6.088 2.265
H 1.104 11.906 2.843
H -2.071 6.512 -5.560
H -0.832 -4.846 0.308
H -0.205 -3.891 7.441
H 2.722 -7.141 -0.542
H 1.886 7.044 1.399
H -0.487 2.568 -2.023
H 4.915 -0.309 -0.908
H -0.901 -2.052 4.775
H -0.019 -4.447 -7.708
H -0.964 1.129 1.831
H -1.009 -5.963 1.708
H 5.623 0.031 -2.384
H -3.192 -6.799 0.621
H -7.296 -6.086 0.634
H 2.727 3.438 -1.143
H 0.771 -3.884 -3.313
H 5.547 -2.729 -1.360
H 3.799 10.034 3.917
H -1.196 -6.477 -4.929
H -1.533 7.156 -2.596
H 0.475 0.111 -1.475
H 2.647 9.057 4.666
H -0.145 -10.239 7.976
H -2.871 -2.660 -5.420
H 5.222 2.498 -2.033
H -2.946 -5.516 2.647
H -3.092 7.319 -3.324
H 0.861 3.576 2.846
H 3.063 8.648 2.232
H -1.604 -6.825 5.095
H 0.498 -10.553 6.553
H 2.470 4.493 -3.327
H -1.766 -8.693 6.659
H 0.902 1.498 -3.505
H -0.077 -2.936 3.539
H 0.413 -5.788 -4.812
H -1.528 -3.530 3.848
H 5.062 5.964 -3.110
H -0.773 -7.781 0.224
H -1.037 -6.701 -1.244
H 0.301 8.902 2.965
H -0.980 -1.964 -3.559
H 0.041 -6.631 5.509
H 0.758 7.965 0.578
H -2.595 -4.029 -4.835
H 1.440 -8.304 -1.000
H -1.390 -2.856 6.908
H 3.298 0.856 -3.078
H 0.248 0.750 -4.928
H -5.422 -4.463 1.072
H -3.038 -4.067 1.566
H 0.495 0.086 1.085
H -1.336 9.757 -2.364
H 3.649 6.128 -4.127
H -2.927 9.761 -3.046
H -1.556 10.570 -4.019
H 1.425 4.480 1.429
H -0.649 -8.946 5.273
H 2.966 0.882 -1.383
H -1.830 0.912 -0.974
H 0.704 2.444 -5.006
H -2.067 2.846 -2.312
H -2.480 -0.710 -1.060
H 1.774 -6.937 -2.017
H 4.200 4.227 -1.272
H -0.687 6.233 0.892
H -0.551 -4.298 -6.299
H -0.972 4.994 -2.199
H 5.101 5.885 -4.939
```

Computed properties:
LUMO = 0.0120 hartree
E_HOMO = -8.47 eV
energy above the lowest of the compared OMol25 structures with the same formula, charge and spin = 128.76 kcal/mol
max |F| = 4.20 eV/A
electronic energy = -2809.3993 Eh
frontier orbital gap = 8.79 eV
SMILES = COCCNCCOC.COCCNCCOC.COCCNCCOC.COCCNCCOC.COCCNCCOC.COCCNCCOC.O.O

Atomic partial charges in e from the Mulliken method, atoms 1 to 8: number 1, O, carries -0.3089; number 2, O, carries -0.3042; number 3, O, carries -0.3384; number 4, O, carries -0.2957; number 5, O, carries -0.2345; number 6, O, carries -0.3334; number 7, O, carries -0.3932; number 8, O, carries -0.1503

=====

Entry 4:
# C3H4F2S

A single C3H4F2S molecule (the ωB97M-V functional and the def2-TZVPD basis, the Open Molecules 2025 dataset).

The geometry in XYZ format:
```
10
C3H4F2S (the ωB97M-V functional and the def2-TZVPD basis)
S 0.266 -0.163 -1.960
F -0.714 -1.247 0.966
F -0.935 0.831 1.691
C -0.176 0.016 0.993
C 0.273 0.589 -0.349
C 1.228 0.116 0.748
H -1.048 0.178 -2.323
H 1.723 -0.778 0.574
H 1.849 0.949 1.168
H 0.109 1.675 -0.333
```

Computed properties:
LUMO = 0.0289 hartree
E_HOMO = -9.22 eV
energy above the lowest of the compared OMol25 structures with the same formula, charge and spin = 21.06 kcal/mol
max |F| = 3.59 eV/A
electronic energy = -714.5743 Eh
frontier orbital gap = 10.00 eV
SMILES = FC1(F)C[C@H]1S

Atomic partial charges in e from the Mulliken method, atoms 1 to 8: number 1, S, carries -0.2478; number 2, F, carries -0.2781; number 3, F, carries -0.2764; number 4, C, carries 0.8770; number 5, C, carries -0.4211; number 6, C, carries -0.7099; number 7, H, carries 0.1333; number 8, H, carries 0.3471

=====

Entry 5:
# C30H32F2N4NdO2Si2

A molecular structure, C30H32F2N4NdO2Si2 (the ωB97M-V functional and the def2-TZVPD basis, the Open Molecules 2025 dataset).

The geometry in XYZ format:
```
73
C30H32F2N4NdO2Si2 (the ωB97M-V functional and the def2-TZVPD basis)
Nd -0.599 -0.280 -0.032
Si -3.483 1.879 0.608
Si -4.077 -1.374 0.558
F 0.043 -2.268 -5.531
F 1.238 -5.293 -2.192
O 6.752 1.065 2.044
O 6.342 2.805 3.240
N 0.538 -2.386 0.792
N 2.064 0.178 0.071
N 0.449 1.161 2.031
N 6.004 1.876 2.544
C 0.569 -3.435 -0.064
C -0.330 1.714 2.952
C 4.222 -0.192 -0.884
C 0.708 -2.596 2.097
C -2.925 0.091 0.957
C 2.647 0.821 1.103
C 1.781 1.363 2.127
C 0.450 -3.127 -1.511
C 0.687 -4.736 0.444
C 0.884 -3.846 2.656
C -1.890 2.791 -0.040
C 2.834 -0.331 -0.878
C -4.710 -2.221 2.148
C -0.091 -1.581 -3.284
C 4.054 0.990 1.200
C 0.144 2.499 4.009
C 4.578 1.707 2.327
C 0.835 -4.940 1.802
C 0.198 -2.555 -4.229
C 0.640 -3.807 -3.855
C -2.958 -2.681 -0.306
C -5.555 -1.153 -0.619
C 1.495 2.698 4.134
C 0.012 -1.825 -1.908
C 2.354 2.111 3.187
C 4.836 0.478 0.147
C 3.756 2.263 3.264
C -4.703 2.099 -0.835
C 0.768 -4.066 -2.501
C -4.133 2.765 2.176
H 0.882 -4.566 -4.583
H -1.518 2.317 -0.964
H 1.913 3.304 4.924
H -4.411 3.794 1.976
H -5.701 1.769 -0.575
H -5.021 2.262 2.545
H -1.396 1.560 2.842
H -2.144 -3.000 0.352
H 2.326 -0.876 -1.671
H -4.383 1.541 -1.711
H -1.080 2.843 0.690
H -0.551 2.943 4.701
H -5.990 -2.125 -0.835
H -6.332 -0.541 -0.177
H -3.886 -2.574 2.763
H -5.311 -1.548 2.751
H 0.663 -5.597 -0.197
H 0.915 -5.943 2.190
H -4.768 3.144 -1.121
H -3.531 -3.569 -0.552
H 4.191 2.825 4.080
H -2.122 3.818 -0.304
H 5.908 0.593 0.159
H -2.697 -0.001 2.034
H 4.798 -0.601 -1.698
H -5.274 -0.707 -1.567
H -0.407 -0.608 -3.649
H 1.059 -3.959 3.713
H -3.406 2.783 2.984
H -2.544 -2.306 -1.248
H 0.716 -1.699 2.717
H -5.324 -3.082 1.910
```

Computed properties:
LUMO (alpha / beta) = -0.1481 / -0.1481 hartree
E_HOMO (alpha / beta) = -10.59 / -10.55 eV
energy above the lowest of the compared OMol25 structures with the same formula, charge and spin = 11.15 kcal/mol
max |F| = 1.59 eV/A
electronic energy = -2871.8194 Eh
spin multiplicity = 4
net charge = +1
frontier orbital gap (alpha / beta) = 6.56 / 6.52 eV

Atomic partial charges in e from the Mulliken method, atoms 1 to 8: number 1, Nd, carries 1.0171; number 2, Si, carries 0.2259; number 3, Si, carries 0.1024; number 4, F, carries -0.3289; number 5, F, carries -0.3472; number 6, O, carries -0.5812; number 7, O, carries -0.5723; number 8, N, carries 0.4376

=====

Entry 6:
# C43H78ClFIN2O11S6

5 unconnected molecules or ions with the total composition C43H78ClFIN2O11S6 (the ωB97M-V functional and the def2-TZVPD basis, the Open Molecules 2025 dataset).

The geometry in XYZ format:
```
143
C43H78ClFIN2O11S6 (the ωB97M-V functional and the def2-TZVPD basis)
I 5.134 -2.942 -2.065
Cl 2.182 -0.562 -6.482
S -1.334 -6.004 0.505
S 0.494 2.400 1.274
S 1.149 0.353 9.716
S 6.324 -7.924 1.663
S -0.930 2.307 -5.627
S -6.275 3.028 -4.967
F 2.160 0.117 4.170
O -2.408 -5.904 1.471
O 2.299 0.534 10.577
O -0.202 0.272 10.234
O 5.950 -8.622 2.878
O -1.399 -5.369 -0.796
O 6.035 -8.452 0.346
O 3.680 -3.973 0.443
O -7.415 2.194 -4.645
O -0.548 6.507 -1.443
O 1.139 5.833 -3.132
O -5.069 3.034 -4.166
N -0.982 0.631 -3.097
N -0.540 0.607 -0.750
C -6.830 4.709 -5.164
C 1.953 -2.556 -0.835
C 2.825 0.218 2.834
C 1.045 -0.553 -2.297
C -4.902 3.786 -1.025
C 0.129 0.844 -2.093
C 0.507 -7.890 0.834
C -2.427 2.547 -0.966
C 4.405 -0.262 3.102
C 3.482 -3.209 -0.651
C 0.187 -5.526 1.302
C 0.417 4.527 -3.291
C 1.819 -0.040 0.322
C 0.364 0.736 0.479
C 1.454 -1.045 8.647
C 1.200 1.594 8.438
C 0.788 3.582 -1.960
C 5.727 -6.242 1.745
C 1.536 -0.486 7.227
C 1.145 2.046 -2.293
C 1.041 -2.786 -5.066
C 0.283 6.825 -2.462
C 0.439 8.403 -2.994
C 2.146 -0.843 1.731
C -6.106 5.201 -6.408
C 2.025 0.958 7.330
C -5.820 2.769 -6.675
C 1.145 -1.118 -5.010
C -6.008 4.508 1.321
C 0.719 -6.819 1.903
C 1.950 -0.623 -3.643
C 8.058 -7.523 1.743
C -1.078 1.589 -4.054
C -5.266 4.509 3.868
C 8.134 -6.088 1.242
C 6.963 -5.358 1.898
C -6.116 3.435 0.064
C -0.915 -7.729 0.298
C 2.017 -0.902 -1.037
C -6.187 4.054 -7.415
C -1.952 1.083 -0.567
C -4.048 2.432 -1.381
C -4.929 3.867 2.387
H 4.553 -0.792 4.135
H 2.930 -1.705 1.625
H -0.733 4.673 -3.442
H 1.183 -1.334 2.224
H -7.183 3.439 -0.438
H -3.807 4.093 2.053
H 5.046 0.744 3.162
H -7.211 3.979 -7.800
H 2.626 0.841 0.285
H -0.009 -4.754 2.048
H -7.075 4.601 1.804
H 1.908 1.494 6.383
H -6.592 5.289 -4.270
H -1.630 -8.323 0.874
H 1.227 -7.741 0.020
H 2.905 1.311 2.424
H -6.557 6.117 -6.800
H 8.632 -8.222 1.132
H -4.509 1.497 -0.808
H -7.913 4.688 -5.321
H -0.387 8.614 -3.800
H -4.744 2.577 -6.715
H -5.057 5.413 -6.173
H -5.470 4.093 -2.021
H 5.050 -6.138 2.596
H 1.791 4.091 -1.552
H -4.285 4.456 4.517
H 0.933 4.025 -4.244
H 0.666 -8.897 1.233
H 9.093 -5.625 1.493
H 0.149 -7.077 2.803
H 1.371 -3.083 -6.166
H -5.550 5.642 3.727
H 2.636 0.296 -3.869
H 8.021 -6.063 0.152
H -2.197 0.921 0.593
H 5.194 -6.026 0.815
H -5.604 5.514 0.865
H 3.088 0.970 7.598
H 1.687 -3.303 -4.239
H -2.434 3.355 -0.086
H 3.134 -0.700 -1.411
H 4.856 -0.872 2.211
H -4.243 4.700 -0.704
H -5.987 2.356 0.548
H 8.370 -7.592 2.789
H -1.935 3.081 -1.880
H 0.173 1.778 8.109
H -0.015 3.816 -1.162
H 2.153 1.799 -1.696
H -5.014 2.693 2.498
H 0.638 -1.765 8.749
H 0.541 -0.503 6.766
H 1.539 2.100 -3.423
H -4.102 2.161 -2.529
H 1.486 8.462 -3.564
H 2.723 -1.518 -3.447
H 2.398 -1.505 8.951
H 1.641 2.514 8.828
H -2.687 0.311 -1.111
H 1.238 -2.880 0.047
H 1.523 -3.110 -1.801
H -5.525 4.220 -8.271
H 1.772 -6.728 2.183
H 0.047 -0.737 -5.088
H -0.978 -7.993 -0.760
H -0.101 -3.076 -4.963
H 0.862 -5.143 0.531
H 0.476 9.177 -2.117
H -6.154 3.914 4.373
H -0.203 0.065 1.295
H -0.502 3.305 0.900
H 6.801 -4.371 1.453
H -0.703 -0.458 -0.746
H -6.366 1.908 -7.070
H 2.198 -1.094 6.602
H 7.179 -5.206 2.963
H 0.259 -1.447 -2.407
```

Computed properties:
LUMO = -0.1419 hartree
E_HOMO = -11.56 eV
max |F| = 8.66 eV/A
electronic energy = -5868.4280 Eh
net charge = +1
frontier orbital gap = 7.70 eV

Atomic partial charges in e from the Mulliken method, atoms 1 to 8: number 1, I, carries 0.0389; number 2, Cl, carries -0.2123; number 3, S, carries 1.1367; number 4, S, carries -0.1781; number 5, S, carries 1.1301; number 6, S, carries 1.1551; number 7, S, carries -0.0250; number 8, S, carries 1.1225